Record 1
A molecular structure, C48H44Br2F7N2O4S2 in a non-equilibrium geometry, computed with ωB97M-V/def2-TZVPD.

Element x y z (Å)
C 8.75325 1.12436 0.17096
C 8.57724 1.74200 -1.18514
N 9.11175 1.19033 -2.22309
C 7.75777 3.01283 -1.24966
S 6.01131 2.65149 -1.23393
O 5.77896 1.77825 -2.36755
O 5.70456 2.09295 0.07231
N 5.50395 4.15128 -1.38957
S 4.04636 4.47283 -1.89494
O 3.71147 3.86884 -3.17057
O 3.86063 5.91011 -1.76459
C 2.95888 3.77662 -0.64390
Br 2.93142 4.87430 0.86935
C 2.24847 2.61976 -0.73450
C 2.23731 1.63997 -1.87432
Br 1.15153 2.05866 0.68501
H 9.17763 1.83822 0.87226
H 9.40766 0.26142 0.08599
H 7.78501 0.80220 0.54401
H 8.86703 1.70004 -3.06716
H 7.95465 3.50725 -2.19663
H 7.98038 3.67947 -0.42423
H 1.99266 2.13037 -2.80192
H 3.21475 1.17440 -1.97266
H 1.51299 0.85511 -1.68476
F -0.63545 0.39776 2.32073
C -1.90360 -0.02514 2.17720
C -2.60112 0.38083 1.05627
C -3.91056 -0.05076 0.90820
C -4.49255 -0.87817 1.86119
C -3.76506 -1.27527 2.97412
C -2.45774 -0.84097 3.14305
H -2.12173 1.02324 0.32928
H -4.47351 0.25021 0.03432
H -5.50789 -1.22502 1.72375
H -4.20853 -1.92684 3.71460
H -1.86768 -1.14353 3.99678
F -0.11200 3.22992 -3.67827
C 0.22203 3.42893 -4.97068
C -0.79090 3.67474 -5.87678
C -0.45486 3.87258 -7.20886
C 0.87270 3.82478 -7.60824
C 1.86778 3.57485 -6.67166
C 1.55266 3.37292 -5.33514
H -1.81832 3.70301 -5.53949
H -1.23397 4.06244 -7.93518
H 1.12943 3.97224 -8.64842
H 2.90410 3.52980 -6.97908
H 2.31866 3.18412 -4.59666
F 0.59244 1.53085 -10.08800
C 0.39574 0.36632 -9.43474
C -0.45118 -0.56723 -9.99697
C -0.64900 -1.76779 -9.33002
C -0.01012 -2.01291 -8.12311
C 0.83347 -1.05237 -7.57990
C 1.04652 0.15030 -8.23678
H -0.94099 -0.35133 -10.93663
H -1.30489 -2.51391 -9.75812
H -0.16911 -2.94934 -7.60588
H 1.33010 -1.23560 -6.63664
H 1.70006 0.90969 -7.83002
F -4.84848 -4.57447 0.95171
C -3.59620 -4.70756 0.45771
C -2.93863 -3.58137 0.00837
C -1.65066 -3.72651 -0.48817
C -1.05224 -4.97769 -0.53734
C -1.74326 -6.09213 -0.08445
C -3.02788 -5.96404 0.42290
H -3.42399 -2.61587 0.06005
H -1.10954 -2.85661 -0.83572
H -0.04922 -5.08182 -0.92639
H -1.28105 -7.06894 -0.12358
H -3.58284 -6.81670 0.78936
F -2.88006 -1.91981 6.29279
C -3.08034 -0.82942 7.06992
C -3.31430 -1.01403 8.41646
C -3.51504 0.10748 9.20844
C -3.48621 1.37685 8.64823
C -3.24862 1.52933 7.28855
C -3.03817 0.41966 6.48396
H -3.33600 -2.01249 8.82568
H -3.69104 -0.01571 10.26766
H -3.64510 2.24655 9.27075
H -3.22450 2.51639 6.84811
H -2.84457 0.51750 5.42589
F -1.96672 -2.07274 10.89989
C -0.64079 -2.25590 11.08936
C -0.22038 -3.19525 12.00720
C 1.14377 -3.37408 12.18619
C 2.05277 -2.61879 11.45878
C 1.59720 -1.67970 10.54356
C 0.23698 -1.49172 10.34878
H -0.94839 -3.76858 12.56434
H 1.49584 -4.10892 12.89698
H 3.11428 -2.76259 11.60369
H 2.30217 -1.08875 9.97579
H -0.14442 -0.77200 9.63696
F -1.63984 0.31559 -3.25595
C -2.88698 -0.14422 -3.46490
C -3.61136 0.35247 -4.52930
C -4.89528 -0.13062 -4.73550
C -5.43533 -1.08484 -3.88376
C -4.68527 -1.56160 -2.81726
C -3.39792 -1.09330 -2.60286
H -3.17391 1.10144 -5.17424
H -5.47623 0.24389 -5.56758
H -6.43819 -1.45382 -4.04933
H -5.10107 -2.30143 -2.14558
H -2.79548 -1.44959 -1.78115

- multiplicity = 1
- Kohn-Sham gap (Eh) = 0.29257
- total charge = -1

Record 2
A molecular structure, C48H44Cl5N6NaS4, computed with ωB97M-V/def2-TZVPD.

Element x y z (Å)
Na -1.33144 -0.27338 1.89160
C -1.40728 2.64097 3.65987
C -0.08311 1.90111 3.94340
N -0.25140 0.45003 3.96567
C -0.77829 -0.12671 5.20549
C -2.27388 0.06675 5.46303
S -3.43983 -0.38726 4.13165
C -4.23836 1.20913 3.84750
C -3.62909 2.06719 2.71488
N -2.18883 1.93681 2.65702
H -1.17230 3.67192 3.36388
H -1.99833 2.70936 4.57391
H 0.34087 2.28275 4.88291
H 0.61740 2.13540 3.13839
H 0.64198 0.01008 3.77952
H -0.25311 0.28190 6.08224
H -0.59290 -1.19770 5.16780
H -2.48686 1.10189 5.73138
H -2.53278 -0.56165 6.31262
H -4.25133 1.75020 4.79386
H -5.27715 0.97923 3.60521
H -3.96911 3.10734 2.83035
H -4.02333 1.70712 1.76037
H -1.80971 2.11125 1.73479
Cl -3.19155 -3.41356 7.58536
C -2.26788 -4.11784 6.22329
C -1.87844 -3.28222 5.20679
C -1.18405 -3.89437 4.21201
Cl -0.62579 -2.88565 2.81072
C -0.85292 -5.24454 4.16403
Cl 0.04910 -5.95012 2.84026
C -1.26481 -6.05072 5.21952
Cl -0.88703 -7.74049 5.23092
C -1.98587 -5.47769 6.27391
Cl -2.48929 -6.47916 7.60184
N -0.24928 1.29274 0.59635
S -0.21659 2.00749 -0.66140
N 1.07583 1.67662 -1.67424
S 1.08742 0.41901 -2.57120
N 0.45207 -0.92350 -2.24279
S 0.38346 -1.70757 -0.72547
N -0.78551 -1.45073 0.07253
C 2.05880 -1.39066 -0.11451
C 2.22141 -0.54946 0.97247
C 3.50580 -0.24842 1.41052
C 4.60901 -0.78910 0.77034
C 4.43713 -1.64406 -0.31449
C 3.16360 -1.94882 -0.76071
C 0.58393 -3.37828 -1.31212
C 0.73607 -4.33125 -0.31112
C 0.82350 -5.66648 -0.66788
C 0.74968 -6.03951 -2.00463
C 0.57945 -5.07936 -2.99168
C 0.49517 -3.73557 -2.64950
C 2.80989 0.24016 -2.94572
C 3.12672 -0.79203 -3.82027
C 4.45648 -1.03191 -4.11462
C 5.44701 -0.25067 -3.52907
C 5.11358 0.76996 -2.65288
C 3.78041 1.02688 -2.35171
C 0.38106 0.81258 -4.15085
C 0.85334 1.96269 -4.77162
C 0.29426 2.34482 -5.97755
C -0.73058 1.58800 -6.53727
C -1.19571 0.44982 -5.89837
C -0.63776 0.04775 -4.68944
C -1.61081 1.82695 -1.77587
C -2.43359 0.73504 -1.55171
C -3.49477 0.50515 -2.42139
C -3.71840 1.35827 -3.48921
C -2.87782 2.44665 -3.70961
C -1.81583 2.68533 -2.85611
C -0.02809 3.78209 -0.60346
C -1.12955 4.49966 -0.15089
C -1.00271 5.86012 0.07640
C 0.21736 6.49080 -0.13563
C 1.31342 5.76235 -0.57270
C 1.19717 4.39786 -0.80815
H 1.35304 -0.11276 1.44553
H 3.63693 0.41033 2.26002
H 5.60622 -0.55308 1.11957
H 5.29643 -2.08075 -0.80754
H 3.03189 -2.61787 -1.60120
H 0.75690 -4.04151 0.73336
H 0.93403 -6.41668 0.10370
H 0.81329 -7.08564 -2.27533
H 0.50956 -5.37474 -4.03099
H 0.36172 -2.97690 -3.40737
H 2.34280 -1.40366 -4.25156
H 4.72192 -1.83275 -4.79240
H 6.48720 -0.44587 -3.75698
H 5.89002 1.36595 -2.19163
H 3.49485 1.79951 -1.65342
H 1.64017 2.54924 -4.31216
H 0.65070 3.23561 -6.47806
H -1.16974 1.89353 -7.47850
H -2.00014 -0.12879 -6.33311
H -0.99528 -0.82312 -4.15819
H -2.20992 0.05268 -0.74077
H -4.14155 -0.34765 -2.25912
H -4.55092 1.17801 -4.15796
H -3.05187 3.10645 -4.54989
H -1.15335 3.52500 -3.02675
H -2.07782 4.00226 0.02069
H -1.85598 6.42713 0.42499
H 0.31231 7.55397 0.04392
H 2.26402 6.25516 -0.73111
H 2.04320 3.81822 -1.14651

- multiplicity = 1
- Kohn-Sham gap (Eh) = 0.21727
- energy relative to the best compared isomer or geometry (same formula, charge and spin) (kcal per mole) = 0.00

Record 3
A molecular structure, C48H44F12N5O2PS3SbZr in a non-equilibrium geometry, computed with ωB97M-V/def2-TZVPD.

Element x y z (Å)
Zr -0.31301 -0.63791 -0.31424
S 1.11674 -2.48123 0.94929
C 1.43375 -2.73477 -0.69289
N 1.05739 -1.83073 -1.59955
C 1.44750 -2.20931 -2.90040
C 1.23775 -1.49715 -4.07812
C 1.68653 -2.02885 -5.27092
C 2.33385 -3.26558 -5.31080
C 2.55707 -3.97798 -4.14701
C 2.11812 -3.42919 -2.94663
S 2.26882 -4.10003 -1.34381
H 0.71797 -0.54913 -4.06010
H 1.52918 -1.47866 -6.19058
H 2.66378 -3.67246 -6.25843
H 3.05876 -4.93880 -4.16387
S -0.03132 1.91759 -0.49497
C -0.77911 2.08640 -2.07349
N -0.56070 3.22078 -2.71562
N -1.24699 3.64750 -3.73906
C -2.63126 3.55604 -4.09638
C -3.65103 3.27809 -3.19028
C -4.97162 3.39194 -3.59269
C -5.28974 3.75581 -4.89579
C -4.27167 4.01217 -5.79926
C -2.94623 3.92313 -5.39841
N -1.43271 1.09213 -2.71619
N -1.29812 -0.11038 -2.35949
C -1.98227 -0.99881 -3.28939
C -2.95243 -0.50078 -4.16287
C -3.55564 -1.33280 -5.08612
C -3.19625 -2.67213 -5.16723
C -2.24572 -3.17101 -4.29444
C -1.65548 -2.34656 -3.35037
H -0.72910 4.33245 -4.26051
H -3.42726 3.00972 -2.17025
H -5.76092 3.20122 -2.87646
H -6.32581 3.84747 -5.20029
H -4.50478 4.29403 -6.81920
H -2.14591 4.14379 -6.10032
H -3.23288 0.53793 -4.10710
H -4.31443 -0.93337 -5.74775
H -3.66067 -3.32019 -5.90017
H -1.95515 -4.21356 -4.33845
H -0.94621 -2.77027 -2.66399
C 4.45416 -1.36222 1.13530
C 4.07240 -0.83869 -0.25650
P 2.59346 0.27403 -0.29877
C 2.65726 0.94724 -2.03782
C 3.86098 0.58961 -2.90828
C 3.25337 1.72105 0.64228
C 4.55676 2.34303 0.14044
H 5.44511 -1.82036 1.10571
H 3.75162 -2.10821 1.49640
H 4.49332 -0.55094 1.86869
H 3.89776 -1.67177 -0.93957
H 4.90344 -0.26313 -0.65775
H 2.55877 2.02804 -1.94337
H 1.75140 0.60853 -2.53051
H 4.79849 0.95660 -2.48727
H 3.74544 1.04332 -3.89577
H 3.95053 -0.49052 -3.05209
H 3.38098 1.41270 1.68093
H 2.45778 2.46904 0.63715
H 5.40761 1.67184 0.27579
H 4.76499 3.24800 0.71255
H 4.50283 2.62287 -0.91277
F 4.98991 3.07975 7.14675
C 4.10127 2.59491 6.26901
C 4.51276 1.63980 5.36331
C 3.58015 1.13493 4.46861
C 2.25061 1.56589 4.47819
C 1.88463 2.55712 5.38925
C 2.80754 3.07291 6.29236
Sb 0.84339 0.63710 3.12280
C -0.80504 1.83593 3.83537
C -1.45912 1.62534 5.04928
C -2.48653 2.46435 5.46638
C -2.84653 3.52341 4.65916
F -3.85015 4.32059 5.04456
C -2.19898 3.79397 3.46930
C -1.17234 2.94590 3.06827
C 0.58375 -1.12304 4.32907
C -0.63675 -1.58989 4.81458
C -0.71802 -2.78799 5.51323
C 0.43392 -3.52208 5.70311
F 0.35798 -4.68104 6.37178
C 1.65876 -3.10821 5.22131
C 1.72452 -1.90260 4.53384
H 5.54156 1.30131 5.36523
H 3.91211 0.38462 3.75608
H 0.87702 2.94887 5.41061
H 2.52943 3.83306 7.01165
H -1.14917 0.81901 5.70288
H -2.99077 2.31835 6.41389
H -2.48559 4.66059 2.88527
H -0.64024 3.17895 2.15121
H -1.54744 -1.03207 4.64480
H -1.65846 -3.15795 5.90272
H 2.53796 -3.72200 5.37582
H 2.68927 -1.57303 4.15819
O -1.76479 0.41551 1.19189
H -2.31036 0.25265 1.96709
H -1.80291 1.35923 1.00182
F -3.91064 -3.52284 -1.79697
C -3.29572 -3.86818 -0.66576
F -4.14738 -4.56028 0.09766
F -2.27051 -4.65990 -0.99092
C -2.77556 -2.61849 0.10773
O -1.64724 -2.11186 -0.50758
C -3.97135 -1.55013 0.19425
F -4.15185 -1.09723 1.45504
F -3.70634 -0.49236 -0.56875
F -5.13913 -2.04099 -0.20690
C -2.32429 -3.04023 1.54800
F -1.49858 -4.07268 1.49904
F -3.30337 -3.32224 2.39215
F -1.62262 -1.98338 2.05416

- multiplicity = 1
- Kohn-Sham gap (alpha / beta) (Eh) = 0.22235 / 0.22244
- energy relative to the best compared isomer or geometry (same formula, charge and spin) (kcal per mole) = 17.69
- total charge = +1

Record 4
9 unconnected molecules or ions with the total composition C48H44F7NO in a non-equilibrium geometry, computed with ωB97M-V/def2-TZVPD.

Element x y z (Å)
F -2.94286 1.28374 -3.05352
C -2.50312 2.54852 -2.92260
C -1.50557 3.01691 -3.77689
C -1.05912 4.32142 -3.63514
C -1.52489 5.13194 -2.61753
C -2.57721 4.69510 -1.82019
C -3.00582 3.35987 -1.93387
H -1.08526 2.51780 -4.64075
H -0.25617 4.71979 -4.24264
H -1.16674 6.14611 -2.49241
H -2.95113 5.27835 -0.99131
H -3.76339 3.03332 -1.23372
F 3.20059 -0.70973 -1.48277
C 3.93947 0.01319 -0.60891
C 5.27542 -0.23533 -0.48982
C 5.98718 0.49685 0.48036
C 5.35240 1.50532 1.18721
C 3.99169 1.78746 0.99336
C 3.28495 0.99163 0.12955
H 5.76889 -1.01402 -1.05429
H 7.03126 0.26847 0.63805
H 5.94106 2.04740 1.91647
H 3.49788 2.53636 1.59700
H 2.20901 1.07213 0.01138
F 2.57099 5.10138 -2.91420
C 2.57101 3.88415 -3.47559
C 2.19074 2.81274 -2.67867
C 1.92549 1.59829 -3.29908
C 2.36366 1.36982 -4.58897
C 2.90528 2.41301 -5.34912
C 2.99495 3.68953 -4.77456
H 1.91542 2.87913 -1.63564
H 1.50520 0.82042 -2.67775
H 2.32495 0.41529 -5.09927
H 3.36543 2.14189 -6.28725
H 3.41146 4.51305 -5.34016
F -1.63192 -3.45983 -0.50241
C -0.79156 -4.39763 -0.03291
C 0.31427 -3.95013 0.66604
C 1.19234 -4.90966 1.16876
C 0.85873 -6.25288 1.06613
C -0.26026 -6.69651 0.36249
C -1.10994 -5.73110 -0.15984
H 0.43184 -2.87713 0.73184
H 2.00966 -4.64588 1.82610
H 1.57093 -6.93500 1.51673
H -0.47597 -7.74869 0.26052
H -2.02407 -6.03083 -0.65774
F 0.12720 -1.01841 5.09980
C 1.30501 -1.13089 4.45452
C 1.29807 -1.06611 3.06985
C 2.51364 -1.31703 2.38841
C 3.63053 -1.71159 3.08893
C 3.61238 -1.70160 4.47551
C 2.42824 -1.47800 5.17745
H 0.48498 -0.79888 2.42037
H 2.37085 -1.34881 1.31660
H 4.49506 -2.11306 2.57412
H 4.51386 -1.96583 5.01285
H 2.42628 -1.42856 6.25708
F -6.60954 -4.15228 -6.04874
C -5.77240 -3.40344 -5.31441
C -5.16783 -3.92994 -4.17703
C -4.32961 -3.13101 -3.41713
C -4.01074 -1.86134 -3.88183
C -4.57966 -1.35380 -5.03595
C -5.58616 -2.08444 -5.67763
H -5.32594 -4.97026 -3.91964
H -3.84353 -3.55206 -2.54802
H -3.37573 -1.25820 -3.24354
H -4.32227 -0.34979 -5.34343
H -6.13462 -1.73374 -6.54252
F -1.15082 4.79933 2.13049
C -0.29377 4.23908 3.01600
C 0.02876 4.95140 4.15850
C 0.94037 4.36429 5.04720
C 1.53865 3.14703 4.73632
C 1.10739 2.40668 3.64295
C 0.28024 3.02692 2.71473
H -0.42085 5.90850 4.37681
H 1.27950 4.89742 5.92419
H 2.34078 2.78524 5.36875
H 1.53240 1.46987 3.31036
H 0.07883 2.45653 1.81352
C -3.95640 -1.51540 4.43384
C -3.43577 -2.71167 3.98187
C -2.45168 -2.67814 2.98262
N -1.99917 -1.58152 2.39348
C -2.59425 -0.44529 2.78251
C -3.53426 -0.34250 3.78845
H -4.61450 -1.40260 5.28497
H -3.58599 -3.63838 4.51870
H -2.04961 -3.66946 2.79283
H -2.09382 0.47549 2.49085
H -3.95318 0.58819 4.14188
C -0.75203 -0.13725 -1.04840
O -0.37988 -0.00704 0.31449
H -1.85027 -0.14713 -1.05367
H -0.46090 0.69696 -1.68104
H -0.41667 -1.09062 -1.46382
H -0.54836 -0.80292 0.83253

- multiplicity = 1
- Kohn-Sham gap (Eh) = 0.35642
- SMILES = Fc1ccccc1.Fc1ccccc1.Fc1ccccc1.Fc1ccccc1.Fc1ccccc1.Fc1ccccc1.Fc1ccccc1.c1ccncc1.CO